# 1
C45H35BeBrINO5P2Se | ωB97M-V/def2-TZVPD

Properties
Spin multiplicity: 1
Net charge: 0
Energy above the lowest of the compared OMol25 structures with the same formula, charge and spin in kJ/mol: 0.00

Positions of all 92 atoms, in Å:
Be (0.055492, -0.073310, -0.955296)
I (2.585826, -1.764162, 1.097726)
C (3.457865, -0.744092, 2.711479)
C (4.784469, -0.440870, 2.550538)
C (5.565771, 0.020239, 3.628843)
C (5.021696, 0.058615, 4.877085)
C (3.658334, -0.270730, 5.079998)
C (3.155146, -0.381769, 6.401214)
C (1.873560, -0.785346, 6.623038)
C (0.994101, -0.913763, 5.527497)
C (1.400480, -0.703884, 4.234678)
P (0.140076, -0.238322, 2.954645)
C (-1.158850, -1.493034, 3.264239)
C (-0.821721, -2.841620, 3.129009)
C (-1.790298, -3.824821, 3.238879)
C (-3.114763, -3.478512, 3.478135)
C (-3.460810, -2.142895, 3.603939)
C (-2.489131, -1.154828, 3.495213)
C (-0.625386, 1.271832, 3.705367)
C (-1.010280, 2.226825, 2.764252)
C (-1.628855, 3.413000, 3.140393)
C (-1.865200, 3.670108, 4.481181)
C (-1.491034, 2.728730, 5.433266)
C (-0.885395, 1.542295, 5.048703)
C (2.809058, -0.554107, 3.972868)
H (5.251192, -0.608893, 1.588527)
H (6.607487, 0.264695, 3.467449)
H (5.623593, 0.320420, 5.738955)
H (3.826576, -0.175759, 7.226125)
H (1.507052, -0.938150, 7.629583)
H (-0.050557, -1.134425, 5.715854)
H (0.205076, -3.120511, 2.925067)
H (-1.514069, -4.865089, 3.124906)
H (-3.871333, -4.247583, 3.565323)
H (-4.490740, -1.863903, 3.790151)
H (-2.774450, -0.114161, 3.596823)
H (-0.814883, 2.036897, 1.714333)
H (-1.912432, 4.135781, 2.385301)
H (-2.337726, 4.595308, 4.785898)
H (-1.680569, 2.914317, 6.483185)
H (-0.614072, 0.831077, 5.817636)
O (0.750047, 1.191969, -0.345666)
P (1.770154, 2.303291, -0.403743)
C (1.390809, 3.426410, -1.747227)
C (0.077279, 3.504907, -2.199051)
C (-0.249115, 4.389514, -3.217065)
C (0.732201, 5.192596, -3.776742)
C (2.045649, 5.114646, -3.327458)
C (2.379157, 4.230247, -2.315822)
C (3.423554, 1.677914, -0.665485)
C (4.540721, 2.270004, -0.078913)
C (5.807060, 1.789310, -0.377014)
C (5.954325, 0.719118, -1.248898)
C (4.840755, 0.125245, -1.828831)
C (3.572132, 0.604577, -1.546568)
C (1.771846, 3.239332, 1.118141)
C (1.345629, 4.563051, 1.172470)
C (1.322317, 5.226901, 2.391610)
C (1.723119, 4.573000, 3.546904)
C (2.155083, 3.253216, 3.494550)
C (2.184843, 2.588479, 2.281929)
H (-0.678994, 2.861187, -1.765904)
H (-1.267077, 4.437264, -3.580165)
H (0.477958, 5.876042, -4.576509)
H (2.811002, 5.735581, -3.773618)
H (3.403929, 4.158620, -1.972152)
H (4.424792, 3.091831, 0.616533)
H (6.676714, 2.243943, 0.079052)
H (6.943957, 0.340971, -1.471526)
H (4.954717, -0.721985, -2.491541)
H (2.699291, 0.126521, -1.978764)
H (1.020170, 5.069465, 0.272212)
H (0.984148, 6.253817, 2.437923)
H (1.697283, 5.092782, 4.496074)
H (2.457330, 2.736815, 4.396578)
H (2.510700, 1.557309, 2.235207)
O (-0.446524, -1.491980, -0.278951)
Se (0.141159, -2.274370, -1.665973)
O (1.328737, -3.307619, -1.328980)
O (0.735203, -0.771818, -2.225117)
O (-1.044279, -2.817956, -2.603623)
Br (-1.339630, 0.710439, -4.148785)
C (-2.370544, 0.254214, -2.634551)
C (-3.622668, -0.301504, -2.844273)
C (-4.400759, -0.580212, -1.739059)
C (-3.911779, -0.278850, -0.474079)
C (-2.643183, 0.241915, -0.374789)
N (-1.859656, 0.498892, -1.437565)
H (-3.952211, -0.517553, -3.848756)
H (-5.373907, -1.036698, -1.861853)
H (-4.482808, -0.475713, 0.421507)
H (-2.199436, 0.440425, 0.594723)

Forces on the atoms, in the same order (eV/Å):
Be -0.35 0.10 -0.12
I -0.04 -0.10 0.14
C -0.02 0.06 -0.12
C 0.03 0.04 0.07
C -0.05 -0.01 -0.02
C -0.02 0.02 -0.02
C 0.03 -0.01 0.00
C -0.08 0.02 0.00
C 0.02 0.01 -0.02
C -0.01 -0.05 0.00
C 0.01 0.05 -0.06
P 0.05 -0.15 0.05
C 0.03 0.01 -0.01
C 0.00 0.01 -0.02
C -0.02 0.02 0.00
C 0.01 0.00 0.01
C -0.01 0.00 -0.02
C -0.02 0.03 0.00
C -0.06 -0.01 -0.03
C -0.11 0.02 -0.04
C 0.02 -0.04 0.00
C 0.02 -0.03 0.02
C -0.03 0.05 -0.04
C 0.07 -0.03 0.05
C 0.03 -0.07 0.07
H 0.00 0.02 0.00
H 0.01 0.01 0.01
H 0.00 -0.02 0.01
H 0.01 -0.03 0.01
H 0.00 -0.01 0.01
H 0.03 -0.01 0.00
H 0.01 0.00 -0.01
H 0.01 0.00 0.01
H 0.00 0.00 -0.01
H 0.00 0.00 0.01
H 0.00 -0.01 0.01
H 0.04 0.00 -0.01
H 0.00 0.00 0.00
H 0.00 0.00 0.00
H 0.00 0.01 0.00
H -0.01 0.08 -0.07
O -0.33 0.00 0.21
P 0.24 0.02 -0.07
C -0.01 0.03 -0.01
C -0.02 0.00 0.02
C 0.00 -0.03 0.02
C 0.02 0.01 -0.01
C -0.01 -0.01 0.00
C -0.06 -0.01 0.05
C 0.05 -0.02 -0.08
C -0.01 -0.03 0.00
C 0.00 0.00 0.01
C 0.00 -0.01 0.00
C 0.01 0.01 0.01
C 0.00 0.03 0.04
C 0.06 0.02 0.04
C -0.06 0.01 0.03
C 0.00 0.00 -0.04
C 0.03 -0.03 0.03
C 0.02 0.03 0.00
C -0.03 0.03 -0.05
H 0.00 0.00 -0.03
H 0.00 0.00 0.00
H 0.00 0.01 0.00
H 0.00 0.00 -0.01
H 0.01 -0.01 -0.01
H -0.01 0.02 0.00
H 0.00 0.00 0.01
H 0.00 0.00 0.00
H 0.00 0.00 -0.01
H 0.03 -0.01 -0.02
H 0.02 0.01 0.00
H 0.00 0.00 0.00
H -0.01 0.00 0.00
H 0.01 -0.01 0.02
H 0.05 -0.03 0.00
O 0.17 0.21 0.06
Se -0.08 -0.46 -0.26
O -0.09 0.29 0.08
O -0.02 -0.10 -0.05
O 0.16 0.13 0.16
Br 0.00 0.02 0.04
C 0.07 0.03 -0.08
C -0.07 0.02 0.00
C 0.04 -0.01 0.01
C -0.03 0.04 -0.02
C 0.10 0.07 0.11
N 0.11 -0.19 0.02
H -0.01 0.01 0.00
H -0.01 0.02 0.00
H 0.00 -0.01 0.00
H 0.01 -0.06 -0.03

***

# 2
C45H36AsN4S3Tc | ωB97M-V/def2-TZVPD

Properties
Spin multiplicity: 1
Net charge: +2
Energy in Ha: -5466.02818

Positions of all 90 atoms, in Å:
Tc (1.116752, 0.100906, -0.075241)
S (0.655069, 0.414851, 3.174301)
C (-1.093197, 0.207361, 3.381031)
C (-1.593211, 0.377729, 4.670169)
C (-2.941193, 0.185595, 4.926377)
C (-3.792209, -0.177550, 3.894073)
C (-3.295276, -0.348359, 2.609766)
C (-1.943575, -0.164678, 2.339775)
As (-1.357934, -0.462916, 0.506665)
C (-1.740388, -2.348839, 0.316188)
C (-1.719643, -3.192524, 1.421360)
C (-1.955060, -4.550519, 1.258096)
C (-2.211217, -5.064550, -0.003883)
C (-2.232706, -4.222962, -1.108624)
C (-1.997001, -2.866290, -0.951636)
C (-2.791943, 0.360215, -0.494039)
C (-2.699502, 1.713805, -0.783746)
C (-3.736618, 2.369356, -1.428582)
C (-4.874628, 1.663447, -1.791222)
C (-4.973310, 0.310582, -1.500481)
C (-3.938404, -0.345670, -0.849201)
H (-0.916966, 0.657270, 5.467092)
H (-3.323250, 0.320616, 5.928738)
H (-4.845335, -0.332588, 4.085001)
H (-3.974156, -0.634557, 1.816560)
H (-1.526128, -2.799156, 2.412011)
H (-1.945895, -5.203962, 2.119957)
H (-2.402929, -6.121594, -0.127733)
H (-2.443480, -4.622647, -2.091550)
H (-2.032968, -2.213552, -1.817273)
H (-1.814354, 2.258964, -0.490569)
H (-3.660410, 3.426927, -1.644804)
H (-5.686882, 2.167427, -2.296699)
H (-5.862085, -0.239380, -1.778817)
H (-4.032528, -1.401024, -0.629629)
C (2.027447, -4.910046, 1.933495)
C (1.628278, -5.258002, 0.646501)
C (1.298556, -4.285130, -0.280373)
C (1.367530, -2.952087, 0.106437)
C (1.773903, -2.595922, 1.383861)
C (2.105787, -3.575997, 2.304982)
N (1.048243, -1.884411, -0.779705)
N (0.740074, -2.178124, -1.955854)
C (0.585269, -1.049865, -2.732604)
C (0.320703, -1.246657, -4.091603)
C (0.372260, -0.171231, -4.950157)
C (0.757611, 1.060654, -4.431565)
C (1.013685, 1.242229, -3.076027)
C (0.868388, 0.213308, -2.151415)
H (2.284065, -5.683207, 2.644119)
H (1.574585, -6.300200, 0.363632)
H (0.980997, -4.545526, -1.279402)
H (1.823744, -1.552766, 1.691274)
H (2.422107, -3.299645, 3.301695)
H (0.114865, -2.250664, -4.437993)
H (0.174608, -0.290442, -6.005495)
H (0.877250, 1.904862, -5.098728)
H (1.371830, 2.213541, -2.776525)
C (3.895033, -1.572924, -2.071710)
C (4.157009, -0.496091, -1.078369)
N (3.276907, 0.115794, -0.308565)
C (3.882277, 1.084230, 0.475834)
C (5.219571, 1.209715, 0.294022)
S (5.743584, 0.078063, -0.863910)
C (3.026039, 1.810047, 1.391774)
C (3.328442, 2.452621, 2.516679)
S (1.962799, 3.114797, 3.356953)
C (0.834491, 2.065194, 2.372507)
N (1.597273, 1.745771, 1.109627)
C (-0.468748, 2.799139, 2.162794)
H (3.474245, -2.454069, -1.589171)
H (4.824133, -1.866773, -2.555059)
H (3.206546, -1.219815, -2.838528)
H (5.895984, 1.898071, 0.770647)
H (4.323362, 2.564029, 2.918601)
H (-0.281093, 3.789094, 1.750895)
H (-0.967210, 2.909919, 3.125702)
H (-1.145203, 2.255036, 1.507783)
C (1.037125, 1.996095, -0.175113)
C (0.940793, 3.349234, -0.688500)
C (1.804559, 4.328852, -0.169742)
C (1.726861, 5.637189, -0.608586)
C (0.764555, 6.001375, -1.540413)
C (-0.108658, 5.047561, -2.050476)
C (-0.014590, 3.731239, -1.643135)
H (2.545283, 4.068228, 0.570653)
H (2.408533, 6.376861, -0.212886)
H (0.694644, 7.028710, -1.871118)
H (-0.857868, 5.330912, -2.776596)
H (-0.675938, 2.995473, -2.074541)

Forces on the atoms, in the same order (eV/Å):
Tc 0.03 0.64 0.19
S 0.04 -0.13 -0.09
C -0.02 -0.04 0.02
C 0.04 0.00 0.00
C -0.02 0.00 -0.01
C 0.01 -0.01 -0.01
C -0.02 0.01 0.02
C -0.02 0.04 -0.02
As 0.07 -0.05 -0.07
C -0.03 0.01 -0.01
C 0.03 0.03 0.02
C -0.01 0.00 0.02
C 0.00 0.00 0.00
C 0.00 -0.01 0.00
C 0.02 -0.01 -0.01
C -0.01 -0.07 -0.03
C 0.03 0.03 0.03
C 0.01 -0.01 0.01
C 0.00 0.01 0.00
C -0.01 -0.01 0.00
C 0.00 0.01 -0.01
H 0.00 0.00 0.01
H 0.00 0.00 0.01
H -0.01 0.00 0.00
H 0.01 0.01 -0.02
H 0.00 0.00 0.01
H 0.00 -0.01 0.01
H -0.01 -0.02 0.00
H 0.00 0.00 -0.01
H 0.02 -0.03 0.02
H 0.01 0.07 -0.02
H 0.01 0.01 0.00
H -0.01 0.01 -0.01
H -0.01 -0.01 0.00
H -0.02 0.04 0.02
C 0.01 -0.01 -0.01
C 0.00 0.00 -0.01
C -0.03 -0.04 0.05
C -0.01 0.01 -0.04
C -0.02 0.01 0.05
C -0.02 -0.01 -0.01
N -0.07 -0.22 -0.14
N 0.04 0.12 0.07
C -0.06 -0.06 0.02
C 0.00 0.04 0.01
C 0.02 -0.01 0.05
C -0.01 -0.03 -0.04
C 0.14 0.05 0.03
C 0.05 0.05 0.03
H 0.00 -0.01 0.01
H 0.00 -0.02 0.00
H 0.00 0.01 0.00
H 0.04 0.00 -0.02
H 0.00 -0.01 0.00
H -0.01 -0.01 -0.01
H -0.01 0.00 -0.01
H 0.02 0.01 -0.01
H -0.02 -0.06 0.01
C -0.03 -0.01 0.00
C -0.03 0.00 -0.01
N -0.06 -0.05 -0.08
C 0.08 0.05 0.03
C -0.06 -0.01 0.00
S 0.01 0.01 0.02
C 0.00 0.05 -0.02
C 0.00 -0.06 -0.04
S -0.02 -0.01 0.03
C -0.03 -0.05 -0.08
N 0.07 0.20 -0.06
C -0.03 0.01 0.00
H 0.00 -0.01 0.00
H 0.01 0.00 -0.02
H -0.02 -0.01 0.00
H 0.02 0.03 0.01
H 0.03 0.00 0.00
H 0.00 0.00 -0.01
H 0.00 0.02 0.00
H 0.00 0.00 0.02
C 0.11 -0.34 0.00
C -0.14 -0.11 0.09
C -0.05 0.06 0.00
C 0.02 -0.02 0.03
C 0.00 -0.01 -0.01
C -0.01 -0.05 0.00
C -0.03 -0.01 -0.09
H 0.02 -0.02 0.03
H 0.01 0.01 0.00
H 0.00 0.01 0.00
H -0.01 0.01 -0.01
H -0.02 -0.04 0.04

***

- Which formula does entry 2 have?
  C45H36AsN4S3Tc